The following is a quantum chemistry calculation of a cluster of 8 separate species, C59H52N2O15S in total, from the Open Molecules 2025 dataset.

The geometry in XYZ format:
```
129
Properties=species:S:1:pos:R:3:forces:R:3
C -2.669159 -4.530203 -4.836919 1.64 3.03 0.92
C -2.289977 -3.167345 -4.339532 -0.15 -2.90 -0.66
C -0.760295 -2.675098 -3.977098 1.70 2.69 0.47
C 0.582939 -3.656865 -4.054708 2.30 2.59 1.55
O 0.484858 -5.085680 -4.469584 -0.42 2.87 2.46
C 2.077030 -3.070521 -3.622122 -2.39 0.40 -0.20
C 2.345521 -1.508288 -3.133279 -1.23 0.05 0.02
N 3.659730 -0.838736 -2.700006 -6.57 0.07 -1.26
S 3.156535 0.818006 -2.317984 -3.42 -3.91 -1.62
N 1.401100 0.790203 -2.611644 1.07 -4.65 -1.14
C 0.983372 -0.595702 -3.078369 3.03 0.93 0.79
C -0.522674 -1.128437 -3.462241 0.91 -2.19 -1.16
C -1.753348 -0.011555 -3.273658 1.07 -0.74 0.23
C -2.044949 0.018927 -1.634633 -0.13 0.65 -0.56
C -3.116870 -1.115745 -1.133668 -0.05 -0.29 -1.15
C -2.456022 -2.539134 -0.660327 -0.14 -0.48 0.66
C -1.299435 -2.422376 0.494799 -0.23 -0.49 0.52
C -1.537568 -1.238681 1.603685 1.08 -0.42 1.08
C -0.633615 -1.680548 2.939918 0.67 -0.28 -0.07
C 0.499046 -0.570073 3.354260 0.30 -0.34 0.84
C 1.780205 -1.283655 4.153017 0.52 -0.04 -0.13
H -3.689042 -5.017868 -4.530205 1.83 1.50 -1.21
H -1.932059 -5.146630 -5.536040 -1.46 1.22 2.26
H -3.196873 -2.413405 -4.158173 2.42 -1.85 0.30
H 0.068793 -5.577778 -3.687255 0.72 1.11 -1.49
H 3.044868 -3.764421 -3.636959 -2.62 1.42 -0.15
H -1.395371 1.050857 -3.683983 -0.51 -2.45 1.10
H -2.700770 -0.289657 -3.908554 1.90 0.30 1.36
H -1.012483 -0.162574 -1.115082 -2.00 0.59 -0.88
H -2.444360 1.122569 -1.420393 0.87 -2.57 -0.14
H -3.815641 -0.678187 -0.299291 1.48 -0.88 -1.54
H -3.798111 -1.367366 -2.081290 1.20 0.57 2.11
H -3.332334 -3.202450 -0.194260 1.79 1.50 -1.01
H -2.006669 -3.187129 -1.533756 -1.00 1.56 1.49
H -1.323762 -3.452201 1.097047 0.04 2.18 -1.33
H -0.188544 -2.358830 0.063078 -2.47 0.12 0.77
H -1.122470 -0.185686 1.232281 -1.16 -2.29 0.71
H -2.640222 -1.144161 1.999937 2.03 -0.17 -1.27
H -1.322927 -1.937412 3.873734 1.42 0.71 -1.99
H -0.043622 -2.691734 2.708946 -1.32 2.17 0.34
H 0.978196 -0.026183 2.428759 -1.33 -1.06 1.66
H -0.024654 0.220785 4.076274 1.33 -1.51 -1.71
H 1.730202 -1.127950 5.315451 0.00 -0.40 -2.28
H 1.857815 -2.447159 3.923967 -0.37 2.47 0.54
H 2.822201 -0.832921 3.788263 -2.33 -0.79 0.78
O 6.661688 -2.839482 -4.701922 0.24 -0.28 0.60
C 7.126866 -3.183878 -3.624189 -0.27 0.22 -0.55
C 8.483167 -3.757713 -3.522339 0.35 -0.17 0.24
C 8.989697 -4.135712 -2.344685 0.05 0.05 -0.51
C 8.215915 -3.994356 -1.095252 0.29 -0.22 0.86
O 8.681093 -4.338753 -0.017518 -0.28 0.21 -0.71
C 6.859614 -3.420521 -1.197101 -0.29 0.16 -0.29
C 6.353084 -3.042522 -2.374755 -0.12 -0.09 0.41
H 9.038435 -3.854242 -4.447639 -0.03 0.01 0.01
H 9.982439 -4.559057 -2.252530 -0.03 0.01 0.03
H 6.304346 -3.323993 -0.271802 0.04 -0.01 -0.02
H 5.360343 -2.619176 -2.466911 0.04 0.08 -0.02
O 7.883886 -0.455891 6.650240 -0.66 -0.53 -0.01
C 6.923169 -1.212424 6.615767 0.77 0.61 0.01
C 6.758754 -2.194245 5.525717 -0.25 -0.36 -0.22
C 5.707641 -3.018893 5.487751 0.40 0.17 -0.18
C 4.666957 -2.984800 6.534469 -0.73 -0.58 -0.05
O 3.706238 -3.741334 6.499996 0.62 0.50 0.03
C 4.831371 -2.002980 7.624519 0.25 0.36 0.21
C 5.882485 -1.178333 7.662485 -0.43 -0.17 0.19
H 7.530944 -2.207436 4.765870 -0.01 0.03 0.04
H 5.571532 -3.744346 4.695009 -0.03 0.00 0.04
H 4.059181 -1.989789 8.384366 0.01 -0.03 -0.04
H 6.018593 -0.452878 8.455228 0.03 0.00 -0.04
O -9.499700 1.712024 -2.135292 0.81 0.10 0.22
C -8.332124 1.847969 -1.796474 -0.85 -0.11 -0.26
C -7.284456 2.195313 -2.776757 0.46 0.11 -0.16
C -6.008725 2.341485 -2.405991 -0.33 -0.01 -0.33
C -5.592514 2.163629 -1.000665 0.72 0.06 0.28
O -4.424938 2.299574 -0.661847 -0.67 -0.04 -0.19
C -6.640182 1.816284 -0.020381 -0.40 -0.10 -0.05
C -7.915913 1.670113 -0.391148 0.22 -0.19 0.22
H -7.605790 2.323158 -3.803508 -0.02 -0.01 0.04
H -5.227830 2.595337 -3.112398 0.01 0.00 0.04
H -6.318848 1.688439 1.006369 0.01 -0.05 -0.03
H -8.696808 1.416260 0.315259 0.13 0.03 -0.16
O -9.149341 2.421736 2.134194 0.26 0.61 0.03
C -8.998107 3.571268 2.524343 -0.07 0.05 -0.02
C -10.067163 4.280226 3.254897 -0.29 0.53 -0.49
C -9.901792 5.536904 3.678847 -0.08 -0.34 -0.11
C -8.643056 6.269474 3.436505 -0.11 0.87 0.49
O -8.491822 7.419006 3.826654 -0.02 -0.78 -0.32
C -7.574000 5.560518 2.705951 0.22 -0.42 -0.27
C -7.739371 4.303838 2.282000 0.29 0.29 0.04
H -10.984214 3.729097 3.425463 0.35 0.40 -0.43
H -10.676010 6.071610 4.215435 0.03 0.00 -0.03
H -6.656948 6.111647 2.535385 -0.03 0.00 0.02
H -6.965153 3.769134 1.745413 -0.03 0.07 0.05
O 8.282703 1.360516 -9.327313 0.05 -0.08 0.81
C 8.311475 1.191463 -8.116071 -0.08 0.05 -0.94
C 7.708836 -0.003933 -7.493927 -0.05 -0.18 0.38
C 7.738857 -0.186678 -6.170284 -0.14 -0.17 -0.34
C 8.377005 0.797568 -5.273719 -0.02 -0.12 0.51
O 8.405778 0.628515 -4.062478 0.01 0.11 -0.52
C 8.979644 1.992965 -5.895864 0.11 0.26 -0.35
C 8.949623 2.175710 -7.219506 0.15 0.17 0.47
H 7.245207 -0.716999 -8.165048 0.01 0.04 0.01
H 7.300954 -1.057444 -5.697782 0.01 0.05 -0.03
H 9.443274 2.706029 -5.224743 -0.02 0.00 -0.02
H 9.387526 3.046475 -7.692008 -0.03 -0.03 -0.01
O 7.148964 3.067198 1.424157 0.04 0.34 -0.73
C 7.241175 3.563833 0.309992 -0.04 -0.43 0.82
C 7.808742 2.806362 -0.822843 0.11 -0.02 -0.45
C 7.911081 3.350581 -2.039264 0.08 -0.29 0.24
C 7.459760 4.731369 -2.302955 0.07 0.30 -0.74
O 7.551969 5.228005 -3.417120 -0.04 -0.30 0.66
C 6.892193 5.488841 -1.170120 -0.14 0.05 0.46
C 6.789853 4.944622 0.046300 -0.07 0.39 -0.31
H 8.134608 1.794525 -0.613523 -0.01 0.03 0.00
H 8.325594 2.809081 -2.880814 -0.04 -0.06 0.05
H 6.566326 6.500677 -1.379440 0.02 -0.03 -0.03
H 6.375341 5.486122 0.887851 0.02 -0.04 0.00
O -11.052691 -2.351740 5.643156 -0.03 0.84 -0.04
C -11.064845 -1.133785 5.529356 0.07 -1.01 -0.01
C -10.430231 -0.464760 4.376586 0.04 0.39 -0.09
C -10.442134 0.866112 4.254249 0.09 -0.43 -0.06
C -11.091440 1.724170 5.265160 -0.06 0.29 0.10
O -11.103595 2.942125 5.151361 -0.28 -1.08 0.98
C -11.726054 1.055144 6.417931 -0.14 -0.34 0.26
C -11.714151 -0.275726 6.540267 -0.14 0.46 0.18
H -9.958749 -1.107975 3.643239 -0.02 -0.01 0.04
H -9.980732 1.372754 3.415398 -0.17 -0.19 0.15
H -12.197536 1.698360 7.151277 0.02 0.00 -0.03
H -12.175553 -0.782369 7.379118 0.02 -0.02 -0.03
```
Positions in Å, forces in eV/Å.

Output
Total energy   -106529.6857 eV
Orbital gap   0.2320 Ha
SMILES   C=Cc1c(O)cc2nsnc2c1CCCCCCCCC.O=C1C=CC(=O)C=C1.O=C1C=CC(=O)C=C1.O=C1C=CC(=O)C=C1.O=C1C=CC(=O)C=C1.O=C1C=CC(=O)C=C1.O=C1C=CC(=O)C=C1.O=C1C=CC(=O)C=C1
LUMO   -0.070 Eh
M   1061.13 g/mol